Entry 1:
23
Properties=species:S:1:pos:R:3:forces:R:3:mulliken_charge:R:1 method="wB97M-V/def2-TZVPD" orbital_gap_ev=10.58 e_tot_ha=-478.956032 mol_weight_g_mol=129.16 de_lowest_kcal_mol=45.7 fmax_ev_per_a=3.56 e_homo_ev=-9.84
C -1.72843 -0.19677 1.06271 -0.1 -1.8 -1.6 -0.31
N -0.59829 0.18119 0.10625 0.3 0.9 0.5 -0.36
C 0.41174 0.99418 0.87386 -1.7 -0.8 0.8 -0.50
O 0.78472 0.32883 2.04505 1.2 -0.4 0.2 -0.55
C -2.85575 -0.79304 0.19812 1.8 -1.4 -0.4 -1.16
H -1.40322 -1.07631 1.67559 0.0 1.4 0.0 0.20
H -2.06921 0.66260 1.63850 0.4 0.0 0.1 0.38
H -0.07589 -0.63092 -0.24518 -0.5 -0.1 0.4 0.33
H 1.24896 1.26537 0.28916 0.5 0.2 -0.7 0.30
H -0.18693 1.84810 1.16257 0.3 0.5 0.2 0.45
H 1.64358 -0.14174 1.91929 -1.1 0.4 -0.1 0.34
H -3.63613 -1.29014 0.71668 -0.8 0.0 1.2 0.42
H -3.31888 -0.09274 -0.47228 0.1 0.2 -0.6 0.31
H -2.35982 -1.70369 -0.28171 -0.7 1.4 -0.3 0.27
H 3.40542 0.69554 -1.76504 -0.1 0.2 -0.1 0.26
H 1.85335 1.08916 -1.51598 0.5 -1.1 -0.4 0.39
O 2.64370 0.52257 -1.20961 0.1 0.4 0.3 -0.72
H 2.46938 -1.12278 -0.34380 -0.1 0.3 0.3 0.36
H 1.95856 -2.50408 -0.49919 -0.1 -0.2 0.4 0.29
O 2.07911 -1.84215 0.19520 0.1 0.0 -0.8 -0.63
H -0.56021 0.83410 -1.16073 2.3 -0.8 -0.5 0.48
H -0.08241 1.90520 -2.27493 0.5 0.1 -0.7 0.30
O 0.37665 1.06751 -2.11452 -3.0 0.6 1.8 -0.85

---

Entry 2:
23
Properties=species:S:1:pos:R:3:forces:R:3:mulliken_charge:R:1 method="wB97M-V/def2-TZVPD" orbital_gap_ev=9.85 e_tot_ha=-478.990953 mol_weight_g_mol=129.16 de_lowest_kcal_mol=23.8 fmax_ev_per_a=1.10 e_homo_ev=-9.35
C -1.12440 1.11470 0.44878 -0.4 -0.1 0.1 -0.31
N 0.05134 0.31150 0.12909 0.2 -0.3 -0.9 -0.19
C 0.40309 0.30529 -1.30649 0.3 0.2 1.0 -0.49
O -0.42231 -0.48809 -2.12007 -0.2 0.0 -0.1 -0.54
C -0.84729 2.60614 0.36532 0.2 0.1 0.0 -1.09
H -1.42790 0.87967 1.47634 0.2 0.0 0.0 0.27
H -1.99531 0.81212 -0.14000 0.0 0.2 -0.4 0.30
H -0.13728 -0.65589 0.38114 0.2 0.1 0.2 0.15
H 1.45305 0.00733 -1.36788 0.0 -0.2 -0.2 0.31
H 0.34832 1.33108 -1.65908 -0.1 -0.1 -0.2 0.34
H -0.26003 -1.41785 -1.92846 0.0 0.0 0.0 0.35
H -0.15700 2.87007 1.17422 -0.2 0.2 -0.2 0.25
H -1.77906 3.17337 0.44121 0.1 0.0 0.2 0.37
H -0.37160 2.92142 -0.57083 -0.1 -0.2 0.1 0.30
H 0.29130 -2.03541 3.37362 0.2 0.0 0.0 0.31
H -0.08534 -0.71962 2.74318 0.2 0.1 -0.1 0.31
O 0.65550 -1.33247 2.82269 -0.4 -0.1 0.1 -0.62
H -0.17090 -4.68806 -2.88037 -0.1 0.1 0.3 0.32
H -1.59373 -4.59028 -2.32950 0.3 0.0 0.1 0.32
O -0.66517 -4.49707 -2.06895 -0.2 0.0 -0.4 -0.65
H 3.08078 1.56968 1.64547 -0.3 -0.5 0.1 0.29
H 2.04341 0.91618 0.60728 0.0 0.2 0.8 0.36
O 2.71055 1.60619 0.76328 0.2 0.4 -0.7 -0.66

---

Entry 3:
23
Properties=species:S:1:pos:R:3:forces:R:3:mulliken_charge:R:1 method="wB97M-V/def2-TZVPD" orbital_gap_ev=3.10 e_tot_ha=-478.766083 mol_weight_g_mol=129.16 de_lowest_kcal_mol=164.9 fmax_ev_per_a=4.26 e_homo_ev=-7.81
N 0.67591 0.61921 -1.62057 1.1 -2.9 2.2 -0.60
C 2.49248 0.35060 1.85674 -1.8 2.4 0.4 -0.44
C -0.05827 0.43702 1.88822 3.2 2.5 1.4 -0.24
C 1.23119 0.92156 1.48378 0.0 -2.1 0.8 -0.02
H 1.06366 0.97424 -2.43142 0.1 1.6 -2.2 0.21
H 1.22143 -0.28844 -1.62042 -0.9 1.0 0.5 0.26
H 2.65593 -0.31451 2.70267 -0.5 -0.6 -0.5 0.31
H 3.40828 0.86503 1.52622 -0.5 -0.4 -0.1 0.27
H -0.86934 1.17420 1.82365 -0.3 -1.0 -0.8 0.25
H 0.03135 -0.26526 2.69780 -0.9 -1.1 -0.2 0.34
H 1.17154 1.76812 0.86935 0.5 0.8 -1.2 0.30
H -1.75824 -1.43706 -0.96510 -0.8 1.0 -0.7 0.46
H -1.55435 -2.07431 0.56614 -0.5 0.2 -0.7 0.26
O -1.29707 -2.08523 -0.36777 1.5 -0.9 1.6 -0.73
H 1.78462 -1.03550 0.59997 1.0 -0.9 -0.8 0.37
H 0.65834 -1.56182 0.02126 -1.3 -1.1 -1.1 0.26
O 1.59998 -1.76938 -0.02501 0.3 1.1 1.4 -0.65
H -2.80539 2.22477 -0.72173 -2.7 2.5 -0.5 0.26
H -2.36176 0.84700 -1.18074 0.2 -0.2 -0.3 0.40
O -2.14766 1.62494 -0.57817 2.6 -2.2 1.1 -0.65
H -2.66826 -0.86660 -2.73778 -0.6 -0.4 -0.8 0.13
H -0.28919 0.31243 -1.71976 -0.4 0.3 -0.6 0.28
O -2.18516 -0.42102 -2.06731 0.7 0.4 1.2 -1.04

---

Entry 4:
23
Properties=species:S:1:pos:R:3:forces:R:3:mulliken_charge:R:1 method="wB97M-V/def2-TZVPD" orbital_gap_ev=9.69 e_tot_ha=-479.006256 mol_weight_g_mol=129.16 de_lowest_kcal_mol=14.1 fmax_ev_per_a=2.67 e_homo_ev=-9.23
C -1.00213 0.28469 0.39735 -0.4 0.8 2.5 -0.47
C 0.42116 0.12765 0.96737 0.6 1.5 -1.1 0.55
C 0.65937 0.16656 2.48496 0.7 -1.1 -0.4 -1.36
O 1.13275 -0.92220 0.34776 0.1 -0.8 0.8 -0.65
N -0.96979 0.62332 -0.99640 -0.7 1.1 -1.5 -0.50
H -1.41666 1.14880 1.05699 0.0 -1.4 -1.0 0.27
H -1.61237 -0.62656 0.49625 0.2 0.3 0.4 0.30
H 0.93615 1.04894 0.63614 -0.3 0.1 -0.2 0.04
H 1.71994 0.45510 2.63394 -0.6 0.0 0.0 0.33
H 0.60188 -0.85822 2.88035 -0.4 0.3 0.2 0.33
H 0.01810 0.86657 3.02923 0.0 -0.2 -0.2 0.34
H 1.05429 -0.91221 -0.63347 0.0 0.1 0.3 0.38
H -1.87961 0.46375 -1.44411 0.3 -0.3 0.4 0.26
H -0.86588 1.64013 -1.10847 0.6 -0.6 0.1 0.20
H 0.67562 4.09849 -0.87071 0.2 -0.4 0.4 0.31
H 0.05029 3.82637 -2.16283 -0.1 -0.5 -0.2 0.29
O 0.38176 3.34187 -1.39489 -0.1 0.9 -0.2 -0.64
H 0.21290 -2.78596 0.26134 0.0 0.0 0.0 0.38
H -0.31270 -4.20238 -0.17264 0.2 0.0 0.2 0.28
O -0.51580 -3.26443 -0.16834 -0.2 0.1 -0.2 -0.65
H 0.13719 -2.28406 -1.92733 -0.2 0.0 0.2 0.35
H -0.03317 -0.74570 -2.10088 0.3 -0.4 0.0 0.44
O 0.60673 -1.49052 -2.21162 -0.2 0.6 -0.4 -0.79

---

Entry 5:
23
Properties=species:S:1:pos:R:3:forces:R:3:mulliken_charge:R:1 method="wB97M-V/def2-TZVPD" orbital_gap_ev=6.52 e_tot_ha=-822.471595 total_charge=-1 mol_weight_g_mol=147.22 de_lowest_kcal_mol=35.1 fmax_ev_per_a=2.22 e_homo_ev=-3.20
C -2.82627 -2.82555 -0.31309 -0.7 -1.6 -0.2 -1.21
C -1.34908 -2.48275 -0.09633 -1.1 0.6 0.6 -0.23
C -1.16571 -0.99684 0.27505 1.5 0.1 0.0 -0.52
S 0.34494 -0.75220 1.33114 -0.3 -0.2 0.0 -0.70
H -3.55276 -2.65801 0.48785 0.4 0.7 0.2 0.36
H -2.98013 -3.91152 -0.47010 0.4 0.1 0.0 0.34
H -3.22121 -2.41472 -1.24521 0.0 0.5 0.1 0.30
H -0.90041 -2.94288 0.78564 -0.2 -0.7 -0.2 0.23
H -0.88714 -2.86516 -1.00647 0.7 0.5 0.1 0.20
H -2.02451 -0.64688 0.84341 -0.2 0.0 -0.2 0.31
H -0.98418 -0.33845 -0.57575 -0.7 -0.1 -0.2 -0.06
H 1.66129 1.22367 -0.08490 -0.5 -0.7 -0.8 0.27
H 1.95422 1.20684 1.34863 -0.2 0.3 -0.4 0.29
O 1.97630 1.81763 0.58229 0.5 0.5 1.3 -0.66
H 1.03796 -0.20938 -3.10550 -0.4 -0.7 -0.8 0.28
H 0.22124 0.24739 -1.87661 -1.4 -0.5 0.6 0.34
O 1.04102 0.30398 -2.31954 1.9 1.2 0.2 -0.63
H -0.22439 2.70340 1.79445 -1.1 0.1 -0.1 0.36
H 0.68791 3.26745 2.62718 0.1 0.8 0.8 0.30
O -0.25478 3.41964 2.45937 1.1 -1.0 -0.7 -0.65
H 3.10453 2.98446 -0.13902 0.1 -0.2 0.0 0.44
H 4.46032 2.54933 -0.67953 -0.3 0.2 0.0 0.28
O 3.88083 3.32057 -0.62296 0.4 0.1 -0.1 -0.66

---

Entry 6:
23
Properties=species:S:1:pos:R:3:forces:R:3:mulliken_charge:R:1 method="wB97M-V/def2-TZVPD" orbital_gap_ev=7.57 e_tot_ha=-462.895646 mol_weight_g_mol=208.50 de_lowest_kcal_mol=19.7 fmax_ev_per_a=3.23 e_homo_ev=-10.20
Sn 2.25451 -0.56209 1.48386 -2.5 -0.5 -1.9 1.02
B 2.66264 -1.08896 -1.46722 1.3 0.4 0.7 0.43
H 3.59747 -1.68228 -1.18452 1.5 -1.2 1.1 -0.20
H 2.96582 0.01337 -1.42044 0.3 2.2 0.3 -0.17
H 2.46584 -1.39739 -2.54248 -1.1 -0.5 -1.6 -0.12
H 1.74761 -1.27005 -0.78106 -2.1 -0.5 1.9 -0.40
B -0.42634 -1.37556 2.71828 0.9 0.4 0.4 0.06
H -1.56113 -1.33050 2.67589 -1.9 0.0 -0.5 -0.10
H -0.08196 -1.82468 3.70388 0.9 -1.1 1.4 -0.15
H -0.00704 -1.83468 1.74552 1.2 -1.3 -2.0 -0.19
H -0.08974 -0.27377 2.74789 1.0 2.3 0.1 -0.16
C -0.43560 0.36856 -1.54024 -1.2 0.8 -1.5 -1.11
C -0.74036 1.44932 -0.51647 -1.3 -1.4 -0.8 0.15
C -2.27275 1.62174 -0.24526 1.7 0.9 -0.6 -1.24
O -0.11897 1.03245 0.68330 1.2 0.2 1.2 -0.46
H -1.20869 0.44487 -2.31313 0.0 0.0 -0.2 0.39
H -0.53840 -0.65702 -1.18923 0.4 0.1 0.4 0.29
H 0.49178 0.57446 -2.06976 0.3 -0.5 0.3 0.24
H -0.33005 2.39549 -0.86858 0.2 0.0 0.4 0.38
H -2.71139 0.70890 0.15232 -0.1 0.2 0.2 0.38
H -2.76047 1.93853 -1.16731 -0.1 -0.3 -0.1 0.39
H -2.30504 2.49978 0.40047 -0.6 -0.4 0.5 0.33
H -0.59778 0.24952 0.99430 -0.1 0.1 0.3 0.25

---

Entry 7:
24
Properties=species:S:1:pos:R:3:forces:R:3:mulliken_charge:R:1 method="wB97M-V/def2-TZVPD" orbital_gap_ev=9.31 e_tot_ha=-459.072809 mol_weight_g_mol=128.17 de_lowest_kcal_mol=39.7 fmax_ev_per_a=2.77 e_homo_ev=-8.68
C 1.45080 0.88528 1.29165 0.4 1.2 -1.6 -1.05
C 0.12794 1.48244 0.80372 -1.2 -1.3 2.1 -0.50
N -0.95907 0.47672 1.13828 -1.0 1.9 0.2 -0.40
C -2.25505 0.91798 0.45977 0.8 -1.4 -0.2 -0.61
N -2.58428 0.03475 -0.62498 -0.2 1.2 -0.4 -0.47
H 1.81656 1.11353 2.28533 -0.4 0.5 0.3 0.39
H 2.07774 1.40507 0.55040 1.0 -0.8 0.5 0.24
H 1.50518 -0.19055 1.20610 0.0 -0.1 -0.4 0.24
H -0.08139 2.40734 1.37132 0.2 0.0 -0.5 0.45
H 0.08258 1.71090 -0.25614 0.3 -0.2 -0.2 0.44
H -1.13064 0.71356 2.11990 0.1 -0.7 0.0 0.26
H -2.07123 1.93178 0.11533 -0.4 0.3 -0.2 0.32
H -3.13589 0.88056 1.10653 0.4 0.3 0.4 0.37
H -1.79546 -0.26097 -1.17451 -0.1 -0.4 0.0 0.27
H -3.28412 -0.64546 -0.41406 0.3 -0.5 0.0 0.21
H 3.10566 -0.67286 -1.27009 -0.3 0.0 0.1 0.30
H 2.56728 -2.09056 -1.18686 0.0 -0.4 -0.2 0.31
O 2.53147 -1.24567 -0.74338 0.7 0.1 0.5 -0.57
H -0.28321 -2.44072 0.65924 -0.7 -0.6 -0.7 0.36
H 0.51127 -1.61832 -0.12293 -0.1 -0.3 -0.6 0.15
O -0.11131 -2.35193 -0.30307 0.7 0.6 1.7 -0.63
H 0.73001 -0.80929 -1.54456 0.1 -0.1 -0.5 0.26
H 0.46222 -1.16805 -3.02515 -0.3 -0.5 -0.1 0.30
O 0.72294 -0.46556 -2.44183 -0.1 1.1 -0.2 -0.62

---

Entry 8:
24
Properties=species:S:1:pos:R:3:forces:R:3:mulliken_charge:R:1 method="wB97M-V/def2-TZVPD" orbital_gap_ev=9.96 e_tot_ha=-459.067336 mol_weight_g_mol=128.17 de_lowest_kcal_mol=43.1 fmax_ev_per_a=7.80 e_homo_ev=-9.21
C 1.72341 2.01890 0.36523 -0.4 -0.3 0.0 -1.11
C 1.27414 0.73367 1.15755 -1.0 2.3 -0.3 -0.42
N 0.32106 -0.02068 0.34989 -2.8 3.1 3.6 -0.05
C -0.96354 -0.29655 1.11952 0.3 0.7 -0.6 -0.54
N -1.47955 0.97220 1.62707 0.6 -0.2 -1.9 -0.43
H 1.73806 1.96449 -0.76864 0.4 -0.5 1.4 0.19
H 2.70085 2.30204 0.77336 -0.2 0.4 -0.4 0.34
H 0.97250 2.79968 0.56427 0.4 -0.1 0.1 0.31
H 2.10738 0.12501 1.37330 1.1 -0.6 0.5 0.47
H 0.80521 1.17401 2.12920 0.8 -1.3 -1.7 0.24
H 0.72675 -0.77197 -0.06525 1.2 -2.8 -1.3 0.12
H -0.81982 -0.92007 2.02834 0.0 0.0 -0.7 0.38
H -1.67146 -0.75280 0.39416 0.5 -0.1 0.6 0.25
H -2.07993 1.50842 1.00292 0.2 -0.4 0.4 0.18
H -1.75284 0.96012 2.56700 -0.6 0.0 1.1 0.18
H 0.24412 -2.60531 0.12472 -1.0 4.4 5.1 0.26
H -0.45058 -3.09841 -1.19695 -0.2 0.8 0.7 0.38
O 0.26613 -3.14805 -0.54610 1.2 -5.3 -5.6 -0.64
H -1.07711 -1.82446 -3.01676 1.5 0.0 -3.1 0.27
H -1.21899 -1.04607 -1.78972 -0.2 -0.3 -0.4 0.49
O -1.54302 -1.85747 -2.23797 -1.6 -0.1 3.2 -0.71
H -0.05193 0.96501 -1.28188 -0.4 -1.1 -0.9 0.26
H 0.53352 0.32071 -2.54110 0.7 -0.1 -0.4 0.34
O -0.30435 0.49756 -2.13215 -0.3 1.4 0.6 -0.75

---

Entry 9:
28
Properties=species:S:1:pos:R:3:forces:R:3:mulliken_charge:R:1 method="wB97M-V/def2-TZVPD" orbital_gap_ev=10.44 e_tot_ha=-616.448276 total_charge=+1 mol_weight_g_mol=178.22 fmax_ev_per_a=6.96 e_homo_ev=-12.95
C -0.06546 0.62623 -0.51442 -0.4 0.9 0.7 0.45
C 2.55779 1.14247 0.20753 -6.6 -1.5 -1.8 0.52
C -1.50603 -1.34419 -0.02386 -0.8 -1.1 0.7 0.74
N 1.25595 0.07694 -0.12105 3.3 -0.1 -0.4 -0.51
N -1.11711 -0.28612 -0.91199 2.4 -0.3 1.7 -0.26
N -0.07417 1.78161 -1.38939 -0.5 -1.8 -2.8 -0.76
N -0.45890 1.23735 0.88779 0.4 3.7 -1.7 -0.41
N 2.03596 2.19185 0.67733 0.4 0.2 1.1 -0.64
N 3.70815 0.79962 -0.30863 3.3 1.0 0.9 -0.38
N -2.93076 -1.52617 -0.19406 -1.0 1.5 -0.6 -0.70
N -1.14828 -1.17093 1.42798 -0.5 -2.2 0.3 -0.76
N -0.85239 -2.61252 -0.36387 -0.5 0.7 -1.8 -0.78
H 1.66423 -0.64506 -0.73464 -1.0 0.4 0.2 0.28
H -1.85717 -0.06931 -1.54166 0.1 0.9 -0.5 0.33
H 0.61736 2.39582 -1.09305 1.4 1.6 1.2 0.30
H 0.30946 1.57131 -2.37451 -1.2 -0.2 1.9 0.29
H -1.06555 2.07039 0.72131 -0.2 -1.1 0.0 0.34
H -0.83964 0.56557 1.53586 -0.2 -1.0 0.4 0.35
H 0.41049 1.75309 1.19069 0.1 -0.8 0.1 0.32
H 2.60258 2.94363 1.01653 0.7 0.4 -0.1 0.18
H 4.49576 1.48365 0.05289 -1.7 -2.4 -1.5 0.30
H 3.89584 -0.08355 -0.81980 -0.1 1.2 0.9 0.24
H -3.22429 -2.37984 0.22030 -0.5 -0.6 0.2 0.22
H -3.64844 -0.76298 -0.06878 1.6 -1.0 0.1 0.20
H -1.90618 -1.72735 1.92105 1.1 1.2 -0.6 0.28
H -0.33194 -1.82548 1.49389 -0.4 1.3 0.4 0.27
H -1.17271 -3.26420 0.30403 -0.1 -1.1 1.2 0.27
H -1.35458 -2.94185 -1.19746 0.7 0.2 -0.2 0.30